(1)
ORCA calculation (the ωB97M-V functional and the def2-TZVPD basis) on a structure of composition C16H31F6GaNO8P2 in a non-equilibrium geometry.

CARTESIAN COORDINATES (ANGSTROEM)
C (-5.3067, -1.3545, 1.1450)
C (-5.0407, -0.4094, -0.1673)
O (-4.6759, -1.0489, -1.3072)
N (-5.2077, 1.0909, -0.2548)
C (-6.7300, 1.3088, -0.1333)
C (-4.5861, 1.8265, 0.9106)
C (-3.2482, 2.7029, 0.5498)
C (-2.6528, 2.4774, -0.9606)
C (-1.3883, 3.5601, -1.1173)
Ga (0.2990, 2.7421, -1.9927)
C (-0.0669, 1.6201, -3.6909)
P (1.6168, 1.6193, -0.3731)
P (2.4409, -0.2430, -1.1743)
O (3.9716, -0.3171, -0.6827)
O (2.3320, -0.4029, -2.9062)
O (1.6208, -1.5590, -0.3087)
H (-4.2520, -1.7652, 1.5244)
H (-5.9974, -2.2833, 0.9598)
H (-5.7495, -0.7621, 2.0798)
H (-7.1627, 0.8589, 0.8653)
H (-7.3185, 0.7940, -1.0200)
H (-7.0261, 2.4434, -0.1493)
H (-5.3996, 2.6109, 1.2955)
H (-4.3242, 1.1617, 1.8384)
H (-3.4501, 3.8484, 0.7116)
H (-2.3933, 2.3614, 1.3028)
H (-2.3267, 1.3808, -1.2059)
H (-3.4401, 2.8244, -1.7875)
H (-1.0876, 3.8691, -0.0047)
H (-1.6915, 4.5145, -1.7476)
H (1.2164, 4.0014, -2.4711)
H (-0.5212, 0.5584, -3.4991)
H (0.9448, 1.5718, -4.3086)
H (-0.8155, 2.2554, -4.3629)
H (0.7829, 1.2166, 0.7629)
H (1.4881, -0.9384, -3.0878)
H (1.9264, -2.4513, -0.6810)
C (6.0528, 1.9097, -0.2321)
C (6.7538, 0.8627, 0.6139)
O (8.0002, 1.3700, 1.1138)
C (7.9250, 2.1640, 2.2296)
O (6.8724, 2.4514, 2.7939)
C (9.3201, 2.5916, 2.6816)
F (10.1044, 3.0098, 1.6467)
F (9.9987, 1.5731, 3.2843)
F (9.2992, 3.6178, 3.5779)
H (6.7128, 2.2641, -1.0307)
H (5.1430, 1.4999, -0.6796)
H (5.7803, 2.7843, 0.3665)
H (6.9908, -0.0085, -0.0051)
H (6.1172, 0.5120, 1.4340)
C (-2.5597, -3.2817, -0.3611)
C (-2.4409, -4.7776, -0.5882)
O (-1.2414, -5.2857, 0.0153)
C (-1.3023, -5.5351, 1.3626)
O (-2.3033, -5.3434, 2.0484)
C (0.0188, -6.1163, 1.8631)
F (1.1054, -5.4465, 1.3817)
F (0.1803, -7.4186, 1.4903)
F (0.1317, -6.0923, 3.2208)
H (-1.6605, -2.7662, -0.7144)
H (-3.4294, -2.8783, -0.8870)
H (-2.6609, -3.0500, 0.7036)
H (-2.3665, -4.9795, -1.6615)
H (-3.3220, -5.3145, -0.2194)

Calculated values
- net charge = -1
- Kohn-Sham gap (eV) = 7.059

(2)
ORCA calculation (the ωB97M-V functional and the def2-TZVPD basis) on a structure of composition C16H31N7S2Tl.

CARTESIAN COORDINATES (ANGSTROEM)
Tl (2.6266, -0.7854, 1.0110)
C (-0.1974, -5.0992, -1.8292)
S (-1.3040, -4.1135, -0.7997)
C (-0.2539, -2.7793, -0.2088)
S (1.1042, -2.2772, -1.1158)
N (-0.7602, -2.3253, 0.8959)
N (-0.0355, -1.3212, 1.5065)
C (-0.6136, -0.8515, 2.5411)
C (0.0255, 0.1528, 3.4046)
C (-0.6876, 0.6926, 4.4680)
C (-0.0656, 1.6183, 5.2907)
C (1.2487, 1.9640, 5.0304)
C (1.8855, 1.3674, 3.9501)
N (1.2942, 0.4899, 3.1495)
H (-0.8057, -5.9157, -2.2159)
H (0.2302, -4.5275, -2.6482)
H (0.6056, -5.5055, -1.2202)
H (-1.5979, -1.2208, 2.8276)
H (-1.7089, 0.3833, 4.6464)
H (-0.5969, 2.0548, 6.1258)
H (1.7786, 2.6745, 5.6488)
H (2.9188, 1.6049, 3.7206)
N (1.6829, 2.2254, -2.8804)
C (0.7421, 3.3472, -2.7676)
C (1.0356, 4.2400, -1.5684)
C (0.6705, 3.6974, -0.1842)
C (1.5772, 2.6173, 0.4068)
N (1.3684, 1.2501, -0.0876)
H (2.6111, 2.5729, -3.0950)
H (1.4015, 1.6278, -3.6492)
H (-0.2629, 2.9258, -2.6763)
H (0.7378, 3.9674, -3.6706)
H (0.4832, 5.1708, -1.7178)
H (2.0953, 4.5194, -1.5788)
H (-0.3644, 3.3321, -0.1926)
H (0.6817, 4.5415, 0.5112)
H (1.4436, 2.6008, 1.4893)
H (2.6226, 2.8815, 0.2242)
H (1.4849, 1.2587, -1.1054)
H (0.4225, 0.9446, 0.1216)
N (-2.5723, -1.9965, -2.9201)
C (-2.4981, -0.8199, -1.9839)
C (-1.9875, 0.4168, -2.7057)
N (-0.7303, 0.1772, -3.3987)
C (-0.9066, -0.8699, -4.3983)
C (-1.3506, -2.1841, -3.7796)
H (-3.4063, -1.9294, -3.5017)
H (-2.6264, -2.8455, -2.3282)
H (-1.8178, -1.1132, -1.1847)
H (-3.4929, -0.6844, -1.5610)
H (-1.8594, 1.2101, -1.9680)
H (-2.7212, 0.7738, -3.4350)
H (-0.0456, -0.1365, -2.7093)
H (0.0314, -1.0452, -4.9239)
H (-1.6287, -0.5177, -5.1412)
H (-0.5744, -2.5505, -3.1083)
H (-1.5920, -2.9468, -4.5194)

Calculated values
- net charge = +1
- Kohn-Sham gap (eV) = 7.601

(3)
ORCA calculation (the ωB97M-V functional and the def2-TZVPD basis) on an isolated molecule of C16H31NO2 in a non-equilibrium geometry.

CARTESIAN COORDINATES (ANGSTROEM)
C (8.4434, -1.9750, -0.9541)
O (7.8046, -1.5331, 0.3209)
C (7.0011, -0.3201, 0.0922)
C (5.3817, -0.5267, 0.4572)
C (4.6720, 0.9033, 0.8669)
C (3.0788, 0.7756, 1.2696)
C (2.1169, 0.2529, 0.0393)
C (1.5705, 1.4347, -0.9555)
C (0.2549, 2.2501, -0.4167)
C (-0.9932, 1.3120, 0.0809)
C (-2.3580, 1.4575, -0.8698)
C (-3.4723, 0.2804, -0.4609)
C (-5.0236, 0.8495, -0.4482)
C (-6.1539, -0.2718, -0.0524)
C (-6.2005, -0.8955, 1.4646)
C (-6.6480, -2.4546, 1.1792)
N (-7.3088, -2.4324, -0.1926)
C (-6.4019, -1.5564, -1.0471)
O (-5.9906, -1.8108, -2.2995)
H (9.0569, -1.0944, -1.4583)
H (7.6709, -2.3904, -1.7307)
H (9.2328, -2.8354, -0.7170)
H (7.1213, 0.0559, -1.0273)
H (7.4494, 0.5220, 0.7808)
H (5.3183, -1.2632, 1.3670)
H (4.9169, -0.9966, -0.5348)
H (5.2287, 1.2657, 1.8587)
H (4.8585, 1.7570, 0.0539)
H (3.0132, -0.0695, 2.1102)
H (2.6591, 1.7561, 1.7661)
H (1.2923, -0.4448, 0.4892)
H (2.8075, -0.4529, -0.6311)
H (1.4426, 1.0266, -2.0700)
H (2.4497, 2.2388, -1.0329)
H (-0.1515, 2.8769, -1.3480)
H (0.5176, 3.0758, 0.4039)
H (-0.7690, 0.1644, 0.1290)
H (-1.3167, 1.7263, 1.1499)
H (-2.0039, 1.2096, -1.9595)
H (-2.8183, 2.5365, -0.8500)
H (-3.2183, -0.1880, 0.5998)
H (-3.4390, -0.5508, -1.3040)
H (-5.3294, 1.3341, -1.4812)
H (-5.0688, 1.6898, 0.3877)
H (-7.1702, 0.3420, -0.1646)
H (-5.1269, -0.7148, 1.9395)
H (-7.0310, -0.3824, 2.1402)
H (-7.5147, -2.9178, 1.8462)
H (-5.5998, -3.0092, 1.1778)
H (-8.2512, -2.0067, 0.0352)

Calculated values
- Kohn-Sham gap (eV) = 9.847

(4)
ORCA calculation (the ωB97M-V functional and the def2-TZVPD basis) on a structure of composition C16H31NO3P2Zr in a non-equilibrium geometry.

CARTESIAN COORDINATES (ANGSTROEM)
Zr (-0.1596, -0.9597, 1.4334)
P (-1.5679, 2.7510, -0.1394)
P (-0.0221, -3.2324, -0.3606)
N (1.7888, -0.6116, 0.9299)
H (-3.5612, 2.0742, -0.7650)
C (-1.2044, 2.9729, 1.6117)
H (-2.0625, 3.4203, 2.1345)
H (-0.3411, 3.6184, 1.8281)
H (-1.0014, 2.0047, 2.0890)
C (-2.0716, 4.4093, -0.6862)
H (-2.0033, 5.1537, 0.1164)
H (-3.1063, 4.3833, -1.0384)
H (-1.4421, 4.7782, -1.5045)
C (-0.0934, 2.4085, -1.1125)
H (-0.3164, 2.4935, -2.1861)
H (0.2539, 1.3862, -0.9251)
H (0.7624, 3.0704, -0.9157)
C (0.1495, -4.8963, 0.3946)
H (-0.6465, -5.5749, 0.0658)
H (0.0704, -4.7542, 1.4789)
H (1.1244, -5.3401, 0.1603)
C (-1.4227, -3.5030, -1.5200)
H (-1.8002, -4.5293, -1.4469)
H (-1.1224, -3.3006, -2.5542)
H (-2.2221, -2.8084, -1.2407)
C (1.4084, -3.2158, -1.5173)
H (1.9843, -4.1456, -1.4451)
H (2.0459, -2.3748, -1.2267)
H (1.0723, -3.0736, -2.5505)
C (2.9706, -0.1267, 0.6527)
C (5.1866, 0.7811, 1.3034)
C (4.0343, 0.0760, 1.6260)
C (3.2637, 0.3630, -0.6875)
C (4.4269, 1.0612, -0.9720)
C (5.3950, 1.2766, 0.0118)
H (5.9375, 0.9528, 2.0780)
H (3.8512, -0.2880, 2.6456)
H (2.4801, 0.2225, -1.4463)
H (4.5659, 1.4442, -1.9837)
H (6.2988, 1.8148, -0.2265)
C (-2.8647, 1.4503, -0.3702)
O (-1.2651, 0.0394, 0.4323)
C (-3.5984, 0.9261, 0.8745)
H (-3.6436, -0.1686, 0.8545)
H (-4.6356, 1.2825, 0.8324)
H (-3.1783, 1.2265, 1.8365)
C (-2.6982, 0.4176, -1.4978)
H (-2.8713, -0.5982, -1.1232)
H (-1.7277, 0.4146, -1.9973)
H (-3.4764, 0.5930, -2.2515)
O (-0.4309, -2.7533, 2.9737)
C (-0.5094, -1.9025, 3.9278)
O (-0.3655, -0.6499, 3.6732)
H (-0.7178, -2.2511, 4.9564)

Calculated values
- Kohn-Sham gap (eV) = 5.771

Relative energy (zero: lowest compared OMol25 entry of this formula, charge and spin) values (in kcal/mol) by entry order: 139.9 0.0 236.4 0.0.